ORCA calculation (ωB97M-V/def2-TZVPD) on a cluster of 19 separate species, C62H170Cl16N25O15P7 in total at a distorted geometry.

Summary:
multiplicity	1
E_tot	-400393.8896	eV
Kohn-Sham gap	7.577	eV

Atoms and positions in Å:
O (-1.493, 5.120, -6.620)
P (-2.922, 5.429, -6.421)
N (-3.327, 7.052, -6.646)
C (-4.593, 7.667, -6.287)
C (-2.742, 7.755, -7.784)
N (-3.517, 5.044, -4.842)
C (-3.848, 3.696, -4.468)
C (-2.879, 5.668, -3.670)
N (-4.031, 4.787, -7.499)
C (-5.484, 4.740, -7.319)
C (-3.625, 3.846, -8.586)
H (-5.264, 7.728, -7.144)
H (-4.480, 8.680, -5.899)
H (-5.178, 7.100, -5.564)
H (-2.622, 8.833, -7.676)
H (-3.294, 7.523, -8.694)
H (-1.716, 7.403, -7.893)
H (-3.085, 3.108, -3.959)
H (-4.620, 3.679, -3.700)
H (-4.317, 3.116, -5.263)
H (-3.567, 5.486, -2.845)
H (-1.890, 5.250, -3.477)
H (-2.730, 6.737, -3.816)
H (-6.050, 4.947, -8.227)
H (-5.784, 3.719, -7.084)
H (-5.826, 5.411, -6.531)
H (-2.656, 4.081, -9.027)
H (-4.322, 3.815, -9.424)
H (-3.553, 2.829, -8.201)
O (-1.360, -6.641, -3.883)
P (-0.369, -7.784, -3.667)
N (0.719, -7.949, -5.034)
C (1.783, -6.901, -5.253)
C (0.458, -8.732, -6.254)
N (-0.926, -9.312, -3.158)
C (-1.858, -9.417, -2.030)
C (-0.195, -10.574, -3.373)
N (0.643, -7.433, -2.351)
C (0.225, -6.418, -1.389)
C (1.985, -8.010, -2.271)
H (1.504, -6.047, -4.635)
H (1.879, -6.747, -6.327)
H (2.756, -7.213, -4.873)
H (1.354, -8.684, -6.872)
H (-0.344, -8.201, -6.767)
H (0.064, -9.745, -6.171)
H (-2.388, -10.355, -2.193)
H (-1.345, -9.346, -1.070)
H (-2.531, -8.577, -2.199)
H (0.585, -10.440, -4.122)
H (0.225, -11.002, -2.462)
H (-0.830, -11.333, -3.830)
H (-0.691, -6.894, -1.038)
H (1.012, -6.312, -0.641)
H (0.099, -5.497, -1.959)
H (2.005, -8.808, -3.013)
H (2.217, -8.597, -1.383)
H (2.773, -7.268, -2.403)
O (5.351, -5.243, 3.674)
P (4.175, -4.478, 4.165)
N (4.646, -2.955, 4.731)
C (4.974, -1.923, 3.717)
C (5.467, -2.914, 5.952)
N (3.312, -5.191, 5.467)
C (2.385, -4.401, 6.294)
C (3.123, -6.613, 5.526)
N (2.958, -4.188, 2.904)
C (2.842, -5.175, 1.797)
C (1.791, -3.283, 3.165)
H (5.375, -1.038, 4.211)
H (4.124, -1.619, 3.107)
H (5.766, -2.339, 3.094)
H (5.166, -3.558, 6.778)
H (5.602, -1.854, 6.171)
H (6.444, -3.365, 5.781)
H (1.434, -4.318, 5.767)
H (2.291, -4.887, 7.265)
H (2.780, -3.408, 6.509)
H (2.161, -6.799, 5.047)
H (4.012, -7.115, 5.143)
H (2.939, -6.777, 6.587)
H (2.817, -6.136, 2.311)
H (1.881, -5.071, 1.294)
H (3.647, -5.015, 1.080)
H (1.540, -2.858, 2.193)
H (2.047, -2.476, 3.851)
H (0.935, -3.884, 3.470)
O (-1.549, 5.830, 1.117)
P (-2.799, 5.040, 1.236)
N (-2.980, 4.562, 2.837)
C (-3.058, 5.542, 3.920)
C (-2.745, 3.206, 3.340)
N (-2.764, 3.649, 0.213)
C (-1.598, 3.544, -0.645)
C (-3.783, 2.549, 0.101)
N (-4.146, 5.977, 0.878)
C (-5.468, 5.500, 0.811)
C (-3.954, 7.462, 0.949)
H (-4.030, 6.033, 3.881)
H (-2.361, 6.377, 3.839)
H (-3.011, 4.989, 4.858)
H (-3.486, 2.902, 4.080)
H (-1.805, 3.124, 3.885)
H (-2.731, 2.537, 2.479)
H (-0.691, 3.797, -0.095)
H (-1.449, 2.551, -1.070)
H (-1.623, 4.162, -1.542)
H (-3.368, 1.555, -0.066)
H (-4.396, 2.493, 1.000)
H (-4.422, 2.842, -0.732)
H (-6.034, 5.820, 1.685)
H (-5.969, 5.868, -0.084)
H (-5.482, 4.411, 0.761)
H (-3.937, 7.725, 2.006)
H (-4.793, 7.891, 0.400)
H (-3.093, 7.767, 0.354)
O (4.065, 2.191, 10.327)
P (4.086, 1.127, 9.265)
N (3.295, 1.529, 7.821)
C (2.240, 2.563, 7.828)
C (3.422, 0.725, 6.579)
N (3.393, -0.352, 9.700)
C (3.339, -1.525, 8.793)
C (2.321, -0.363, 10.759)
N (5.710, 0.750, 8.729)
C (6.473, 1.759, 7.973)
C (6.605, -0.247, 9.332)
H (1.521, 2.353, 7.036)
H (2.687, 3.495, 7.481)
H (1.732, 2.732, 8.777)
H (2.711, -0.101, 6.609)
H (4.442, 0.344, 6.515)
H (3.325, 1.276, 5.644)
H (4.200, -1.600, 8.129)
H (3.451, -2.435, 9.383)
H (2.393, -1.597, 8.256)
H (2.409, 0.518, 11.394)
H (1.301, -0.498, 10.400)
H (2.370, -1.255, 11.385)
H (7.504, 1.443, 7.812)
H (5.899, 1.983, 7.074)
H (6.425, 2.733, 8.460)
H (7.273, 0.251, 10.035)
H (7.262, -0.658, 8.565)
H (6.054, -0.937, 9.971)
O (-6.895, -2.831, -3.737)
P (-6.901, -1.456, -3.139)
N (-5.378, -0.654, -3.291)
C (-4.663, -0.997, -4.534)
C (-5.127, 0.689, -2.680)
N (-7.237, -1.511, -1.448)
C (-6.179, -2.001, -0.532)
C (-8.609, -1.838, -0.987)
N (-7.958, -0.318, -3.868)
C (-8.954, -0.670, -4.863)
C (-8.116, 1.011, -3.290)
H (-3.717, -0.456, -4.566)
H (-5.327, -0.750, -5.362)
H (-4.524, -2.072, -4.649)
H (-5.437, 1.456, -3.390)
H (-4.052, 0.771, -2.521)
H (-5.693, 0.763, -1.751)
H (-5.281, -1.391, -0.635)
H (-6.452, -1.931, 0.521)
H (-5.923, -3.030, -0.784)
H (-8.613, -1.814, 0.103)
H (-9.280, -1.085, -1.401)
H (-8.898, -2.857, -1.241)
H (-9.491, 0.226, -5.174)
H (-8.452, -1.124, -5.718)
H (-9.589, -1.482, -4.510)
H (-7.934, 0.999, -2.215)
H (-9.180, 1.245, -3.313)
H (-7.614, 1.842, -3.786)
O (2.810, -0.623, 0.451)
P (1.422, -0.010, 0.509)
N (1.393, 1.461, -0.328)
C (1.916, 2.641, 0.326)
C (1.853, 1.377, -1.749)
N (0.818, 0.340, 2.098)
C (1.746, 0.474, 3.246)
C (-0.542, 0.816, 2.293)
N (0.221, -1.141, -0.145)
C (0.451, -2.581, -0.169)
C (-0.906, -0.735, -0.943)
H (3.003, 2.722, 0.315)
H (1.546, 2.749, 1.346)
H (1.537, 3.481, -0.256)
H (2.918, 1.145, -1.736)
H (1.770, 2.384, -2.157)
H (1.341, 0.682, -2.415)
H (2.716, 0.053, 2.984)
H (1.823, 1.527, 3.516)
H (1.481, -0.110, 4.128)
H (-1.153, 0.045, 1.823)
H (-0.785, 0.726, 3.352)
H (-0.681, 1.858, 2.006)
H (1.489, -2.829, 0.051)
H (-0.143, -3.079, 0.597)
H (0.218, -3.054, -1.123)
H (-1.818, -1.319, -0.818)
H (-0.613, -0.710, -1.992)
H (-1.167, 0.306, -0.755)
C (4.942, 4.199, -2.764)
N (5.470, 3.119, -1.869)
O (5.467, 1.934, -2.266)
O (5.915, 3.506, -0.817)
H (5.643, 5.033, -2.800)
H (4.104, 4.751, -2.340)
H (4.677, 3.900, -3.778)
C (5.206, 4.169, 2.553)
N (5.123, 3.213, 3.687)
O (5.145, 2.063, 3.319)
O (5.106, 3.531, 4.797)
H (5.093, 5.177, 2.953)
H (4.463, 3.850, 1.823)
H (6.140, 4.042, 2.005)
C (6.540, -0.013, 0.203)
N (7.214, -0.367, -1.049)
O (8.320, 0.056, -1.176)
O (6.555, -0.994, -1.795)
H (6.805, -0.786, 0.924)
H (5.466, -0.095, 0.037)
H (6.881, 0.953, 0.576)
C (-3.824, -4.863, -1.645)
N (-2.993, -5.384, -0.539)
O (-3.287, -6.474, -0.016)
O (-2.167, -4.608, -0.067)
H (-3.901, -3.788, -1.479)
H (-4.831, -5.280, -1.642)
H (-3.462, -5.066, -2.653)
Cl (-0.655, 1.833, -3.853)
C (-0.104, 2.230, -5.484)
C (0.680, 3.585, -5.493)
Cl (2.295, 3.381, -4.808)
H (-1.010, 2.259, -6.089)
H (0.468, 1.374, -5.842)
H (0.147, 4.367, -4.953)
H (0.723, 3.910, -6.532)
Cl (2.602, -3.068, -3.823)
C (3.869, -2.819, -2.547)
C (3.939, -4.001, -1.640)
Cl (4.872, -5.302, -2.400)
H (3.613, -1.938, -1.958)
H (4.757, -2.521, -3.103)
H (2.926, -4.309, -1.385)
H (4.515, -3.782, -0.741)
Cl (0.916, 6.272, -3.050)
C (0.614, 6.988, -1.376)
C (-0.583, 7.953, -1.319)
Cl (-0.572, 9.320, -2.534)
H (1.461, 7.549, -0.981)
H (0.365, 6.201, -0.664)
H (-0.750, 8.323, -0.308)
H (-1.472, 7.368, -1.555)
Cl (-3.230, -1.401, 3.300)
C (-1.661, -2.318, 3.200)
C (-1.985, -3.801, 3.400)
Cl (-2.305, -4.178, 5.179)
H (-0.928, -1.904, 3.892)
H (-1.387, -2.351, 2.146)
H (-1.087, -4.301, 3.036)
H (-2.879, -4.117, 2.863)
Cl (4.806, 0.561, -6.898)
C (5.664, 0.676, -5.355)
C (6.803, -0.360, -5.169)
Cl (6.352, -2.032, -5.382)
H (4.908, 0.627, -4.572)
H (5.984, 1.715, -5.280)
H (7.212, -0.187, -4.174)
H (7.599, -0.184, -5.892)
Cl (-1.693, 1.228, 6.036)
C (-2.343, -0.184, 6.875)
C (-1.259, -0.956, 7.636)
Cl (0.005, -1.525, 6.449)
H (-2.893, -0.792, 6.157)
H (-3.092, 0.209, 7.562)
H (-1.695, -1.784, 8.194)
H (-0.701, -0.361, 8.360)
Cl (1.869, 4.257, 4.557)
C (0.598, 5.229, 3.797)
C (1.248, 6.475, 3.227)
Cl (2.205, 6.141, 1.796)
H (-0.140, 5.430, 4.574)
H (0.230, 4.596, 2.989)
H (1.800, 7.017, 3.994)
H (0.459, 7.211, 3.070)
Cl (-1.111, -3.060, -5.025)
C (-0.234, -3.063, -6.536)
C (-0.597, -4.388, -7.276)
Cl (-0.011, -4.279, -9.005)
H (0.841, -3.093, -6.357)
H (-0.624, -2.162, -7.010)
H (-1.650, -4.668, -7.267)
H (-0.093, -5.242, -6.824)